Record 1
C2H3ClF2O | ωB97M-V/def2-TZVPD

Results
LUMO level, eV: 0.8
E_tot, eV: -22125.35151
Net charge: 0
Multiplicity: 1

Positions of all 9 atoms, in Å:
Cl 2.30476 0.63348 0.07059
F -1.52799 0.50639 -1.83636
F -2.23998 -0.18264 0.05982
O 0.12097 -0.67303 -0.42909
C -1.30933 0.46095 -0.53617
C 1.07624 -0.59440 0.53536
H 1.64512 -1.46312 0.72512
H 0.71750 -0.15875 1.58284
H -0.78729 1.47112 -0.17211

Record 2
C4H9NOS | ωB97M-V/def2-TZVPD

Results
LUMO level (alpha / beta), eV: -7.7 / -7.7
E_tot, eV: -18651.70008
Net charge: +1
Multiplicity: 2

Positions of all 16 atoms, in Å:
S -1.64898 -0.95833 2.88744
O 1.02869 1.91838 1.57493
N 0.43044 -0.05819 0.29655
C 0.83126 0.30472 -2.04544
C 0.92156 0.70326 1.50745
C 1.18511 0.65979 -3.35582
C 0.83487 0.90913 -0.82938
H 0.47257 -0.71227 -1.99289
H -0.27596 0.58407 0.89533
H -3.41115 -2.96179 2.74695
H 1.62967 1.61680 -3.57203
H 1.00326 -0.14253 -4.05441
H 1.00128 1.86424 -0.31356
H -1.28956 -1.27068 1.61285
H -3.76728 -2.55847 2.23635
H 1.05423 0.10188 2.40568

Record 3
C10H11N2O2P | ωB97M-V/def2-TZVPD

Results
LUMO level, eV: 0.6
E_tot, eV: -26911.38514
Net charge: 0
Multiplicity: 1

Positions of all 26 atoms, in Å:
P 1.09036 1.06520 -1.78872
O 1.24569 2.47073 -2.08040
O 2.18728 0.11840 -1.63806
N 0.55321 -0.23149 1.35617
N 0.37898 1.91753 1.78139
C 0.22032 3.33168 1.48840
C -2.84097 0.23241 -2.27989
C -2.80059 -1.08617 -2.48753
C -1.56960 -1.74706 -2.59472
C 0.69959 1.27814 2.96370
C -0.40711 -1.02937 -2.61125
C 0.86667 -0.05981 2.66190
C 0.23637 1.05452 0.80834
C -0.49672 0.29073 -2.22263
C -1.68899 0.93522 -2.10719
H -3.83935 0.71084 -2.15986
H -3.77955 -1.55569 -2.41639
H 0.19398 3.87766 2.38753
H 0.78529 1.82143 3.90393
H -1.94341 1.93429 -1.59093
H -1.57316 -2.76881 -2.69247
H 1.12389 -0.82011 3.35176
H 1.06762 3.60080 0.99291
H -0.53958 3.57821 0.69561
H 0.51031 -1.57988 -2.86025
H 0.41924 -0.98712 0.78817

Record 4
C17H39BF4NO7 | ωB97M-V/def2-TZVPD

Results
LUMO level, eV: -3.2
E_tot, eV: -45620.42590
Net charge: +1
Multiplicity: 1

Positions of all 69 atoms, in Å:
F -2.38721 1.87678 -2.34777
F -3.18030 1.87630 -0.33957
F 0.59795 -0.74983 -0.07512
F -2.81147 3.75331 -1.34090
O 0.26073 -0.86500 5.06672
O 1.39610 -1.99877 -3.58714
O -1.47514 1.14624 6.56112
O -1.38164 -1.94745 -4.76918
O -1.28943 1.96315 3.68114
O 2.72797 0.56932 0.53163
O 0.72665 -4.43769 -5.30256
N 0.58006 0.53007 -0.59695
C -0.42146 -0.92769 -4.88503
C -2.50218 2.25919 3.03198
C -2.34377 2.52310 -1.16789
C 2.41743 2.42182 -1.24112
C -0.56021 1.23695 0.07830
C -1.87049 -0.04541 5.90412
C -2.44446 -1.69176 -3.88332
C 0.86849 -3.26207 -3.19137
C 1.30022 -4.45284 -4.01568
C 1.59403 -4.80476 -6.35484
C 0.99812 -1.44983 -4.83525
C -0.84311 -1.15416 5.90892
C -0.92054 2.54811 -0.63026
C 1.52311 -1.16672 5.61994
C 2.58946 3.63806 -0.27674
C -0.96450 2.78484 4.79460
C -0.48727 1.96605 5.97325
B 2.02065 1.18074 -0.40965
H 1.67038 -5.89170 -6.45470
H -3.28767 2.59372 3.71402
H 0.96712 -5.34879 -3.47459
H -0.15342 3.46985 4.51496
H -1.38579 0.52734 0.10663
H -2.35866 3.04194 2.27346
H -2.22182 0.14323 4.88716
H -3.22104 -1.07268 -4.34376
H 2.39449 -4.48604 -4.07245
H -0.56644 -0.17486 -4.09289
H -0.21998 -3.22651 -3.11211
H 1.27097 -3.41757 -2.18707
H 1.74039 2.67396 -2.05841
H -0.81735 3.39695 0.04488
H 2.09370 4.51786 -0.68599
H 0.41192 1.40440 5.71110
H 3.64952 0.34173 0.35920
H -2.71941 -0.40659 6.48897
H -0.24519 1.40986 1.11013
H 1.77315 -2.22683 5.50742
H 2.26715 -0.57405 5.08804
H 1.17950 -4.39875 -7.27603
H -1.34132 -2.06470 5.55141
H 2.17633 3.46136 0.72054
H -2.87933 -2.65021 -3.60586
H -0.50870 -1.33795 6.93513
H 1.56730 -0.90894 6.68254
H -1.82897 3.38835 5.08785
H -0.28386 2.72930 -1.49705
H -0.54346 -0.41116 -5.84644
H -0.21865 2.68254 6.75388
H -2.09342 -1.18905 -2.97151
H 3.64237 3.88182 -0.14576
H 1.19287 -2.13819 -5.65758
H 3.37813 2.18614 -1.71565
H 0.39062 0.38396 -1.59882
H 2.59862 -4.39441 -6.20677
H 1.64706 -0.57987 -4.97409
H -2.83496 1.34445 2.53883

Record 5
C46H55BrF2InN7PS2Si | ωB97M-V/def2-TZVPD

Results
LUMO level, eV: 2.2
E_tot, eV: -178519.75791
Net charge: -1
Multiplicity: 1

Positions of all 116 atoms, in Å:
In -0.23099 -0.33718 -0.52793
Br -1.13532 2.07873 -0.39113
S -5.65313 0.81138 0.65255
S -3.37712 -1.63255 -0.21148
P -5.18991 -1.09766 0.42328
Si -0.10536 -2.65000 0.72647
F 3.66806 -3.49965 -2.81412
F -0.10315 -2.95121 -5.48061
N 0.79736 0.94403 2.25485
N 2.07366 1.08410 -0.41231
N 1.69531 2.69595 -2.08454
N 3.44772 3.02240 -0.65664
N -1.18029 1.78083 3.13762
N 0.76049 2.43310 4.14931
N -1.69721 -0.22757 -2.71615
C 4.16358 -0.76345 2.15784
C 5.26011 -1.09505 1.32386
C -3.47727 0.63995 -4.04224
C -5.67850 -1.35976 3.18465
C -5.60040 -3.44805 4.38484
C 3.17524 -0.95278 4.34757
C 1.39556 4.11098 -2.18806
C -2.03983 0.70122 2.67430
C -2.81271 0.49099 -2.83635
C 2.38908 2.19359 -1.02392
C 0.07317 -1.61466 -3.51275
C 2.06268 -0.23824 3.88482
C 0.58066 -2.58042 -4.37208
C -7.77238 -1.91757 -0.28402
C 0.28019 2.27189 5.50438
C -1.14291 -2.90888 2.27308
C 0.78906 -1.32732 -2.33952
C 2.00163 -1.98304 -2.10979
C 1.63481 -3.19204 1.23804
C -5.73975 -2.06805 4.38392
C 1.77871 -3.23165 -4.16269
C -7.08170 -2.68116 -2.86186
C 0.16976 1.68438 3.13052
C 4.28922 3.62345 -1.67168
C 4.20157 0.02009 -0.50048
C 1.97341 0.27696 2.60024
C -5.33525 -3.41840 1.99183
C 4.21446 -1.20035 3.50463
C 5.27771 -0.71481 0.01759
C -1.79630 -0.75330 -5.02675
C -0.63310 -3.89578 -0.58824
C 4.04364 2.98762 0.65402
C -5.40558 -4.12403 3.18362
C -8.74946 -2.37494 -1.15717
C -1.88985 2.98496 3.53689
C -8.40662 -2.75003 -2.45200
C 1.03596 1.86218 -3.06516
C 2.48128 -2.89397 -3.02639
C -6.44104 -1.84130 -0.69321
C 3.10428 0.38114 0.25970
C -2.94722 0.00617 -5.15555
C -6.10023 -2.23265 -1.98145
C 3.04172 -0.01868 1.65467
C 2.09530 2.95442 4.04789
C -1.18828 -0.86021 -3.77339
C -5.47127 -2.02930 1.98480
H 2.84299 2.31216 4.52711
H -5.29408 -5.20257 3.18020
H 1.89583 -2.81490 2.23181
H 2.34680 3.06504 3.00681
H -1.37318 -1.24804 -5.88675
H -3.18609 0.95150 -1.92935
H -9.78243 -2.43377 -0.83143
H -4.38458 1.22878 -4.09312
H -2.59698 3.24521 2.74579
H 0.10108 3.24154 5.98173
H 6.07270 -1.67594 1.74851
H 1.81738 4.54124 -3.10480
H 2.40895 -2.85258 0.54069
H -6.80446 -2.98290 -3.86615
H 3.90341 3.39765 -2.66198
H 1.66830 -4.29027 1.26531
H -0.03736 2.06134 -3.08306
H 6.10390 -0.98642 -0.62999
H -5.05859 -2.19279 -2.28175
H -1.05872 -3.95990 2.58325
H 2.58356 -1.78652 -1.21569
H -8.03871 -1.60506 0.71925
H -2.55946 0.24094 3.52482
H 3.34801 2.54039 1.34347
H -5.78348 -0.28059 3.16297
H 1.79050 4.64460 -1.32660
H 4.96900 2.40362 0.67738
H 4.19270 0.28621 -1.55206
H 4.34441 4.71139 -1.55882
H -1.19453 3.80888 3.67551
H -5.89529 -1.53799 5.31786
H 5.08607 -1.75409 3.83603
H -2.78808 1.07537 1.98090
H -0.65048 1.70769 5.50970
H 1.19089 0.81954 -2.82649
H -2.45671 2.83145 4.46249
H -5.63615 -4.00075 5.31719
H 5.30546 3.22072 -1.59540
H -0.85096 -4.86890 -0.12869
H -5.15079 -3.93861 1.05788
H 0.31016 4.24055 -2.20142
H 3.19269 -1.31676 5.36900
H 2.14045 -3.97519 -4.85921
H -0.77701 -2.28431 3.09657
H 1.01996 1.72734 6.10559
H 2.13059 3.94386 4.51529
H -1.53254 -3.55868 -1.11238
H -2.19812 -2.68150 2.09795
H -3.42611 0.09824 -6.12301
H 1.21383 -0.09509 4.54393
H -9.17288 -3.09213 -3.13896
H 1.44829 2.06574 -4.06085
H 4.26146 4.00973 0.98180
H -1.45598 -0.05850 2.18051
H 0.16525 -4.03155 -1.32736

Record 6
C8H15N2P | ωB97M-V/def2-TZVPD

Results
LUMO level, eV: -0.6
E_tot, eV: -20801.62124
Net charge: 0
Multiplicity: 1

Positions of all 26 atoms, in Å:
P -4.03091 0.00651 -0.19165
N -2.89527 -1.27359 -0.71372
N -3.43010 1.37476 -0.47111
C -0.06364 0.47976 0.07833
C 2.81062 0.05814 0.03318
C 0.71857 1.36359 -0.39997
C -0.94022 -0.46667 0.42149
C -1.56474 -0.49456 1.81313
C 2.25826 1.46327 -0.18817
C -1.59196 -1.18612 -0.68395
C 4.14096 -0.12794 -0.68603
H 3.99302 -0.06462 -1.76957
H -4.45478 -0.76550 1.00112
H -4.99089 -0.53319 -1.12225
H 1.97613 -0.62879 -0.24289
H -2.06319 -1.39206 1.80898
H 4.70333 0.70347 -0.18567
H 2.73968 2.11161 -0.97663
H -0.80177 -0.52808 2.60119
H -2.28076 0.27809 2.06828
H 4.65274 -1.15444 -0.42791
H -3.33695 -1.82601 -1.44569
H -1.12832 -1.87531 -1.42240
H 0.19130 2.39562 -0.65393
H 3.03296 0.04948 1.09879
H 2.35591 2.03260 0.65705

Please write out number 2 again, unchanged.
C4H9NOS | ωB97M-V/def2-TZVPD

Results
LUMO level (alpha / beta), eV: -7.7 / -7.7
E_tot, eV: -18651.70008
Net charge: +1
Multiplicity: 2

Positions of all 16 atoms, in Å:
S -1.64898 -0.95833 2.88744
O 1.02869 1.91838 1.57493
N 0.43044 -0.05819 0.29655
C 0.83126 0.30472 -2.04544
C 0.92156 0.70326 1.50745
C 1.18511 0.65979 -3.35582
C 0.83487 0.90913 -0.82938
H 0.47257 -0.71227 -1.99289
H -0.27596 0.58407 0.89533
H -3.41115 -2.96179 2.74695
H 1.62967 1.61680 -3.57203
H 1.00326 -0.14253 -4.05441
H 1.00128 1.86424 -0.31356
H -1.28956 -1.27068 1.61285
H -3.76728 -2.55847 2.23635
H 1.05423 0.10188 2.40568

> Which value of net charge does entry 1 give?

0